Entry 1:
62
Properties=species:S:1:pos:R:3:forces:R:3 method="wB97M-V/def2-TZVPD" spin_multiplicity=1 homo_lumo_gap_ev=6.159 de_lowest_kcal_mol=0.0 e_tot_ev=-55417.6104 homo_ev=-3.60 charge=-1 lumo_ev=2.560
Os -0.806 -0.541 -0.258 0.35 -0.31 -0.49
O -1.943 0.583 -1.585 -0.24 -0.01 0.28
C -2.431 1.739 -1.271 0.02 0.17 -0.10
C -3.323 2.324 -2.217 -0.01 0.03 -0.02
C -3.910 3.548 -2.033 0.00 0.01 0.02
C -3.649 4.299 -0.878 0.03 -0.04 0.00
C -2.793 3.766 0.056 -0.04 0.05 -0.03
C -2.173 2.510 -0.087 0.08 -0.09 0.08
C -1.295 2.132 1.008 -0.01 -0.14 -0.14
N -0.672 1.012 1.093 0.00 0.19 0.11
N 0.194 0.833 2.165 0.01 -0.08 -0.02
C 0.803 -0.328 2.061 -0.03 0.00 -0.10
O 0.628 -1.204 1.134 -0.08 0.15 0.26
C 1.810 -0.658 3.113 -0.02 0.00 0.02
C 2.451 -1.892 3.077 0.00 0.00 0.01
C 3.389 -2.223 4.044 0.00 0.00 -0.01
C 3.697 -1.324 5.055 0.00 0.00 0.00
C 3.059 -0.090 5.094 0.00 0.00 0.00
C 2.121 0.242 4.129 -0.01 0.00 0.01
H -3.520 1.737 -3.106 0.01 0.00 0.00
H -4.583 3.935 -2.791 0.00 0.00 0.00
H -4.105 5.268 -0.725 0.00 0.00 0.00
H -2.573 4.330 0.957 0.00 0.00 0.00
H -1.136 2.857 1.807 -0.02 0.00 0.01
H 2.202 -2.578 2.278 0.00 0.00 0.00
H 3.884 -3.187 4.006 0.00 0.00 0.00
H 4.430 -1.582 5.810 0.00 0.00 0.00
H 3.295 0.617 5.880 0.00 0.00 0.00
H 1.616 1.198 4.145 0.00 0.00 0.00
S 2.591 -0.202 -3.466 0.01 0.00 -0.01
C 2.880 1.172 -2.448 0.00 0.01 -0.02
C 3.880 2.132 -2.548 0.00 0.00 0.00
C 3.921 3.134 -1.597 -0.01 0.00 0.00
C 2.981 3.168 -0.563 0.00 0.00 0.00
C 1.985 2.216 -0.465 0.02 0.01 0.01
C 1.925 1.205 -1.424 -0.02 0.00 0.02
N 0.998 0.174 -1.471 0.02 -0.03 0.00
C 1.226 -0.638 -2.466 -0.02 -0.01 -0.01
C 0.402 -1.806 -2.686 0.01 0.01 0.00
C 0.622 -2.659 -3.774 -0.01 -0.02 0.01
C -0.192 -3.754 -3.964 0.01 0.00 0.00
C -1.233 -3.973 -3.057 -0.01 0.00 0.01
C -1.439 -3.125 -1.986 -0.01 0.00 0.01
C -0.629 -1.995 -1.729 -0.01 0.12 0.04
H 4.608 2.092 -3.348 0.00 0.00 0.00
H 4.690 3.894 -1.651 0.00 0.00 0.00
H 3.035 3.953 0.181 0.00 0.00 0.00
H 1.274 2.235 0.347 -0.01 -0.01 0.00
H 1.428 -2.459 -4.473 0.00 0.01 0.00
H -0.036 -4.422 -4.802 0.00 0.00 0.00
H -1.895 -4.821 -3.201 0.00 0.00 0.00
H -2.273 -3.332 -1.323 0.00 0.01 0.00
C -1.439 -3.384 1.290 0.03 -0.02 0.03
O -2.528 -2.471 1.171 -0.06 -0.04 -0.05
C -2.346 -1.270 0.567 0.02 0.04 0.07
C -3.655 -0.536 0.699 -0.03 0.02 -0.01
H -1.788 -4.358 0.944 -0.02 0.00 0.02
H -1.165 -3.450 2.344 0.04 0.01 -0.01
H -0.585 -3.059 0.704 -0.02 -0.01 0.00
H -4.473 -1.200 0.983 0.00 -0.01 0.01
H -3.897 -0.015 -0.226 0.01 -0.02 0.00
H -3.538 0.231 1.473 -0.01 0.00 -0.01

Entry 2:
64
Properties=species:S:1:pos:R:3:forces:R:3 method="wB97M-V/def2-TZVPD" spin_multiplicity=1 homo_lumo_gap_ev="6.256 / 6.257" de_lowest_kcal_mol=0.0 e_tot_ev=-96411.5086 homo_ev="-7.25 / -7.25" lumo_ev="-0.997 / -0.998"
Ni 0.307 0.540 -0.395 0.02 -0.29 0.05
C 2.624 3.309 1.349 -0.03 -0.02 -0.08
O 1.375 3.044 0.734 -0.11 0.00 0.18
C 0.998 3.814 -0.310 0.20 0.10 0.11
C 1.622 5.004 -0.670 -0.04 0.06 -0.10
C 1.108 5.771 -1.710 0.02 -0.07 0.06
C -0.021 5.360 -2.399 -0.02 -0.06 0.04
C -0.633 4.164 -2.047 -0.02 -0.02 -0.19
C -0.122 3.387 -1.025 -0.10 -0.30 0.02
N -0.725 2.130 -0.656 0.44 0.39 -0.14
N -1.980 2.172 -0.650 -0.09 -0.19 0.35
C -2.726 1.136 -0.155 -0.25 0.14 -0.30
C -2.184 0.133 0.669 0.01 0.12 0.19
O -0.924 0.009 0.895 -0.08 -0.11 -0.30
C -3.089 -0.769 1.334 0.14 0.07 -0.02
C -4.421 -0.666 1.159 -0.22 0.10 -0.10
C -5.008 0.349 0.327 0.01 -0.20 0.15
C -6.405 0.467 0.191 -0.01 -0.05 0.01
C -6.954 1.454 -0.587 0.05 0.03 0.00
C -6.107 2.343 -1.268 -0.02 -0.02 0.01
C -4.742 2.243 -1.151 0.01 -0.01 0.01
C -4.162 1.250 -0.338 0.20 0.10 -0.02
H 2.644 4.303 1.799 0.00 0.01 0.02
H 3.437 3.205 0.628 0.01 0.01 -0.02
H 2.732 2.562 2.130 0.01 -0.02 0.01
H 2.500 5.344 -0.139 -0.02 -0.02 0.00
H 1.601 6.698 -1.975 -0.01 -0.03 0.00
H -0.419 5.956 -3.210 0.01 -0.03 0.03
H -1.501 3.802 -2.582 0.00 0.03 0.01
H -2.648 -1.540 1.953 0.01 0.04 0.00
H -5.085 -1.369 1.651 0.00 0.03 0.01
H -7.041 -0.234 0.720 0.03 0.03 -0.01
H -8.029 1.554 -0.669 0.02 -0.02 -0.04
H -6.534 3.118 -1.893 0.01 -0.02 0.03
H -4.095 2.933 -1.675 -0.02 0.01 0.01
S 2.161 1.004 -1.536 -0.47 -0.05 0.17
C 2.923 -0.490 -1.026 1.26 0.16 -0.24
N 4.193 -0.679 -1.243 -0.66 0.43 0.20
N 4.820 -1.728 -0.712 0.08 -0.76 0.28
C 4.674 -2.419 0.525 0.01 0.40 -0.60
C 4.018 -1.893 1.634 -0.03 0.11 0.05
C 3.998 -2.607 2.820 0.00 -0.04 0.02
C 4.628 -3.843 2.925 -0.03 0.05 0.02
C 5.302 -4.349 1.825 0.04 0.06 -0.09
C 5.327 -3.639 0.631 0.03 -0.27 0.06
N 2.167 -1.568 -0.601 -0.11 0.14 -0.08
N 0.968 -1.271 -0.438 -0.41 -0.40 -0.22
C 0.100 -2.424 -0.396 0.13 0.15 0.44
C -1.163 -2.322 -0.947 -0.09 0.00 -0.18
C -2.001 -3.428 -0.948 0.03 -0.04 -0.02
C -1.573 -4.628 -0.397 0.00 0.06 -0.03
C -0.301 -4.720 0.155 0.01 0.03 0.01
C 0.538 -3.618 0.159 0.11 -0.03 0.14
H 5.654 -1.954 -1.227 0.11 0.11 0.13
H 3.543 -0.922 1.585 -0.05 -0.01 -0.04
H 3.486 -2.187 3.676 0.01 -0.01 -0.01
H 4.601 -4.396 3.854 0.00 0.02 -0.01
H 5.815 -5.301 1.890 -0.03 0.02 -0.02
H 5.848 -4.041 -0.232 -0.03 0.00 0.04
H -1.475 -1.396 -1.409 -0.04 0.05 0.03
H -2.988 -3.347 -1.383 0.00 0.00 -0.01
H -2.224 -5.492 -0.405 -0.01 0.02 0.02
H 0.039 -5.653 0.587 0.00 0.02 0.01
H 1.528 -3.667 0.597 -0.02 -0.02 -0.02

Entry 3:
68
Properties=species:S:1:pos:R:3:forces:R:3 method="wB97M-V/def2-TZVPD" s2=2.018 spin_multiplicity=3 homo_lumo_gap_ev="6.500 / 4.663" de_lowest_kcal_mol=8.7 e_tot_ev=-259403.6829 homo_ev="-12.37 / -12.02" charge=+2 lumo_ev="-5.868 / -7.354"
W 0.985 -0.670 -0.717 0.61 -0.32 -0.49
C -1.929 0.239 -2.020 0.05 0.03 0.03
N -0.928 -0.881 -2.034 -0.14 0.19 0.10
C -1.638 -2.143 -1.725 0.01 0.02 -0.04
C -1.599 -2.458 -0.269 -0.02 -0.16 -0.04
C -2.624 -3.208 0.283 0.00 0.03 0.00
C -2.578 -3.553 1.619 0.01 -0.01 0.01
C -1.496 -3.108 2.357 0.00 -0.01 0.00
C -0.519 -2.358 1.735 -0.06 0.06 0.02
N -0.532 -2.036 0.428 -0.10 0.30 0.27
C -0.429 -0.970 -3.434 -0.05 -0.04 -0.02
C 0.490 0.171 -3.691 0.02 -0.04 -0.05
C 0.625 0.749 -4.940 -0.02 0.00 0.03
C 1.477 1.827 -5.094 0.01 0.03 0.02
C 2.130 2.316 -3.972 0.00 -0.01 -0.05
C 1.950 1.680 -2.763 -0.05 0.04 0.05
N 1.172 0.591 -2.612 0.04 0.01 0.11
C -2.656 0.493 -0.718 0.00 -0.12 0.01
C -3.992 0.870 -0.754 -0.01 0.00 0.02
C -4.631 1.164 0.441 -0.02 0.00 -0.02
C -3.920 1.056 1.625 0.01 -0.01 0.01
C -2.594 0.657 1.559 -0.04 -0.04 -0.02
N -1.970 0.385 0.415 -0.11 0.14 -0.05
H -1.412 1.143 -2.343 0.00 0.01 0.01
H -2.676 0.013 -2.786 0.03 0.04 -0.04
H -2.674 -2.077 -2.065 0.01 -0.02 -0.03
H -1.159 -2.956 -2.271 0.04 0.01 0.03
H -3.453 -3.509 -0.344 0.00 0.00 0.00
H -3.365 -4.141 2.071 0.00 0.00 0.00
H -1.399 -3.326 3.411 0.00 0.00 0.00
H 0.299 -1.997 2.330 -0.01 0.01 0.00
H 0.113 -1.910 -3.542 0.00 0.01 0.01
H -1.268 -0.966 -4.135 0.01 -0.01 -0.01
H 0.060 0.354 -5.773 0.00 0.00 0.00
H 1.607 2.296 -6.060 0.01 0.00 0.00
H 2.774 3.182 -4.023 0.00 0.00 -0.01
H 2.441 2.054 -1.878 -0.02 0.01 0.01
H -4.524 0.937 -1.695 0.00 -0.01 0.00
H -5.670 1.466 0.447 0.00 0.00 0.00
H -4.383 1.270 2.578 0.01 0.00 0.00
H -2.005 0.543 2.464 0.00 0.02 0.00
S 2.320 2.871 5.938 -0.02 -0.01 0.02
N 2.715 1.391 5.447 0.04 -0.01 0.00
C 2.271 1.270 4.206 -0.04 0.01 0.00
C 2.413 0.093 3.373 0.00 0.03 0.00
C 3.088 -1.059 3.769 -0.03 -0.03 0.01
C 3.170 -2.116 2.885 -0.01 0.00 0.03
C 2.570 -2.009 1.641 0.00 0.00 -0.03
N 1.899 -0.915 1.253 0.30 0.12 -0.05
C 1.845 0.141 2.096 -0.12 -0.01 0.04
C 1.191 1.337 1.598 0.06 -0.01 -0.03
N 0.748 1.279 0.321 -0.25 0.00 0.12
C 0.172 2.375 -0.176 -0.01 -0.02 0.02
C 0.007 3.548 0.546 0.01 0.03 0.02
C 0.456 3.612 1.848 -0.02 0.02 -0.01
C 1.068 2.484 2.388 0.04 -0.03 0.00
C 1.612 2.429 3.731 0.01 -0.04 0.00
N 1.572 3.408 4.620 0.00 0.03 -0.01
H 3.537 -1.102 4.753 0.01 0.01 0.00
H 3.695 -3.025 3.140 0.00 0.00 0.01
H 2.613 -2.817 0.924 0.01 0.01 -0.01
H -0.179 2.317 -1.195 0.00 0.00 0.00
H -0.471 4.395 0.075 0.00 0.00 0.00
H 0.353 4.507 2.447 0.00 0.00 0.00
Se 1.542 -2.965 -1.556 0.04 -0.19 -0.11
Se 3.158 -2.855 -3.306 -0.13 -0.05 0.08
Te 4.914 -1.745 -2.008 0.16 0.06 -0.20
Se 3.621 -0.036 -0.860 -0.22 -0.08 0.26